Below is a molecular structure, C58H42ClN2O4P3S2SiTl at a distorted geometry, with properties calculated with ωB97M-V/def2-TZVPD.

The electronic energy comes out at -5388.2700 hartree. As for the net charge: -1. The HOMO energy comes out at -4.9853 eV. The relative energy (zero: lowest compared OMol25 entry of this formula, charge and spin) comes out at 1.158 eV.

```
114
C58H42ClN2O4P3S2SiTl, DFT ωB97M-V/def2-TZVPD
Tl 0.520 0.018 -1.419
C -1.709 -2.225 -6.610
C -2.206 -2.994 -5.487
C -2.380 -2.341 -4.268
C -2.064 -0.999 -4.115
C -1.524 -0.282 -5.199
C -1.343 -0.876 -6.413
P -1.994 -0.144 -2.523
C -3.016 1.350 -2.731
C -2.640 2.512 -2.009
C -3.472 3.615 -1.904
C -4.664 3.656 -2.693
C -5.010 2.565 -3.493
C -4.210 1.435 -3.498
C -2.909 -1.090 -1.231
C -4.220 -1.463 -1.529
C -5.048 -1.966 -0.565
C -4.639 -1.986 0.777
C -3.329 -1.617 1.122
C -2.420 -1.198 0.116
Si -0.617 -0.945 0.663
C 0.260 -2.595 0.845
C -0.587 -3.740 0.982
C -0.060 -5.030 1.024
C 1.311 -5.284 0.974
C 2.121 -4.184 0.924
C 1.668 -2.896 0.835
P 2.761 -1.458 0.469
C 4.170 -2.417 -0.238
C 3.951 -3.262 -1.288
C 5.001 -3.855 -1.915
C 6.309 -3.618 -1.559
C 6.534 -2.761 -0.475
C 5.497 -2.089 0.164
C 3.469 -1.121 2.119
C 4.048 0.155 2.236
C 4.753 0.493 3.369
C 4.891 -0.476 4.346
C 4.292 -1.705 4.286
C 3.544 -2.041 3.156
C -0.889 -0.279 2.422
C -0.822 -1.224 3.465
C -1.315 -0.846 4.757
C -1.743 0.464 4.964
C -1.622 1.417 3.963
C -1.214 1.052 2.692
P -0.638 2.331 1.493
C -1.902 3.655 1.523
C -3.219 3.436 1.843
C -4.193 4.451 1.719
C -3.877 5.746 1.320
C -2.592 5.932 0.976
C -1.666 4.898 0.997
C 0.509 3.065 2.664
C 1.523 2.241 3.177
C 2.261 2.580 4.270
C 2.113 3.858 4.822
C 1.296 4.777 4.199
C 0.426 4.351 3.223
H -1.516 -2.764 -7.518
H -2.462 -4.022 -5.673
H -2.664 -2.807 -3.372
H -1.256 0.774 -5.071
H -0.874 -0.422 -7.286
H -1.731 2.476 -1.488
H -3.209 4.420 -1.258
H -5.293 4.581 -2.772
H -5.862 2.530 -4.138
H -4.478 0.636 -4.245
H -4.540 -1.330 -2.569
H -6.066 -2.183 -0.798
H -5.299 -2.333 1.519
H -2.966 -1.704 2.153
H -1.643 -3.534 0.995
H -0.775 -5.841 1.174
H 1.718 -6.251 1.063
H 3.176 -4.380 0.819
H 2.925 -3.501 -1.654
H 4.739 -4.365 -2.801
H 7.176 -4.116 -2.023
H 7.630 -2.582 -0.208
H 5.639 -1.404 0.988
H 3.844 0.831 1.518
H 5.231 1.455 3.454
H 5.549 -0.240 5.176
H 4.443 -2.478 5.050
H 3.104 -2.989 3.033
H -0.676 -2.272 3.294
H -1.385 -1.568 5.559
H -2.235 0.676 5.905
H -1.787 2.482 4.187
H -3.554 2.461 2.227
H -5.174 4.171 1.945
H -4.635 6.562 1.388
H -2.213 6.910 0.686
H -0.680 5.146 0.697
H 1.619 1.243 2.870
H 2.893 1.830 4.784
H 2.723 4.195 5.655
H 1.199 5.780 4.555
H -0.152 5.114 2.668
S 0.471 -2.718 -2.281
C 1.285 -2.513 -3.833
C 1.345 -3.657 -4.660
N 1.330 -4.527 -5.425
C 1.801 -1.353 -4.290
S 1.904 0.146 -3.381
C 2.432 -1.316 -5.578
N 2.915 -1.346 -6.614
O 1.340 4.394 -0.216
Cl 1.731 3.434 -1.252
O 2.941 3.845 -1.888
O 1.946 2.086 -0.605
O 0.600 3.294 -2.200
```